Entry 1:
The following is a DFT calculation (the ωB97M-V functional and the def2-TZVPD basis) of C37H49N8NaS2Se2Si4Te as an isolated structure.

Max |F| in eV Å⁻¹: 1.094
Gap between HOMO and LUMO in Ha: 0.1620
Calculated total energy in eV: -246673.8912
HOMO level in eV: -5.41

Last column: Löwdin charge in e.
Cartesian coordinates (Å):
Na -1.9491 0.0048 1.0672  0.219
C -6.1533 1.3467 1.7704  -0.097
C -5.7823 0.5729 0.5502  -0.677
N -4.5804 0.3959 0.1100  0.091
C -4.5567 -0.3508 -1.0501  -0.333
C -5.7769 -0.7721 -1.4752  -0.349
S -7.0038 -0.1911 -0.4222  1.033
C -3.2838 -0.5702 -1.7450  -0.425
C -3.1675 -0.4426 -3.0945  -0.386
S -1.5152 -0.6987 -3.5951  0.856
C -1.0183 -0.7912 -1.8146  -1.032
N -2.1708 -0.8439 -1.0227  -0.127
C -0.0582 -1.9462 -1.6019  -0.161
H -5.4050 2.1123 1.9675  0.079
H -7.1282 1.8143 1.6427  0.073
H -6.2078 0.6767 2.6325  0.041
H -6.0192 -1.3712 -2.3367  0.076
H -3.9316 -0.1895 -3.8103  0.060
H -0.5215 -2.8646 -1.9655  0.076
H 0.1425 -2.0664 -0.5350  0.053
H 0.8760 -1.7834 -2.1427  0.035
Se 2.5993 1.3623 7.7515  1.117
N 3.0593 0.7755 6.1414  -0.230
C 1.9601 0.6984 5.4317  -0.339
C 1.9167 0.2367 4.0620  -0.088
C 3.0712 -0.1620 3.3861  0.010
C 2.9632 -0.6208 2.0964  -0.031
C 1.6954 -0.6565 1.5163  -0.147
N 0.5905 -0.2746 2.1284  0.126
C 0.6792 0.1683 3.3924  -0.137
C -0.5476 0.6063 4.0621  -0.130
N -1.6951 0.5782 3.3635  0.099
C -2.8085 0.9857 3.9497  -0.141
C -2.8686 1.4412 5.2652  -0.026
C -1.7050 1.4744 5.9938  0.010
C -0.5138 1.0567 5.3957  -0.087
C 0.7477 1.0870 6.1019  -0.341
N 0.8738 1.4696 7.3491  -0.231
H 4.0220 -0.1032 3.8994  0.119
H 3.8289 -0.9442 1.5358  0.102
H 1.5803 -1.0008 0.4960  0.065
H -3.7069 0.9425 3.3465  0.060
H -3.8121 1.7560 5.6880  0.113
H -1.6806 1.8233 7.0178  0.119
C -4.0435 -4.0987 0.6239  -0.019
N -3.2612 -4.0171 1.8365  -0.068
C -3.4526 -3.1199 2.8372  -0.771
Se -4.7351 -1.8536 2.9614  0.703
N -2.4831 -3.3490 3.7611  0.115
C -1.6750 -4.4051 3.3712  -0.178
C -0.5833 -5.0191 3.9592  -0.012
C -0.0123 -6.0830 3.2752  -0.090
C -0.5201 -6.5171 2.0521  -0.086
C -1.6138 -5.8997 1.4627  -0.001
C -2.1786 -4.8327 2.1406  -0.156
H -4.7960 -3.3150 0.6482  0.042
H -4.5352 -5.0703 0.5585  0.100
H -3.4033 -3.9522 -0.2464  0.101
H -2.4093 -2.8072 4.6028  0.148
H -0.1949 -4.6822 4.9113  0.112
H 0.8448 -6.5875 3.7006  0.103
H -0.0488 -7.3534 1.5537  0.104
H -2.0121 -6.2394 0.5162  0.114
C 4.7533 0.8689 -4.2961  -0.216
Si 3.5705 0.0307 -3.0734  0.369
C 3.0038 -1.5927 -3.8742  -0.213
C 4.5654 -0.4149 -1.5187  -0.211
Si 1.8987 1.6497 -2.6733  0.159
Te -0.0719 1.1372 -1.1538  0.941
Si 1.0868 2.5121 -4.7263  0.351
C -0.6283 3.2495 -4.4435  -0.225
C 0.9949 1.1726 -6.0611  -0.219
C 2.2410 3.8796 -5.3569  -0.221
Si 2.7827 3.3747 -1.3276  0.316
C 3.0880 2.7992 0.4522  -0.224
C 1.5250 4.7872 -1.2393  -0.222
C 4.4121 4.0394 -2.0276  -0.219
H 5.5854 0.2126 -4.5610  0.031
H 5.1707 1.7871 -3.8760  0.013
H 4.2330 1.1356 -5.2195  0.012
H 3.8254 -2.0575 -4.4237  0.030
H 2.1870 -1.4198 -4.5793  0.021
H 2.6544 -2.3119 -3.1313  0.011
H 5.5402 -0.8315 -1.7820  0.032
H 4.0378 -1.1555 -0.9129  0.012
H 4.7367 0.4671 -0.8974  0.005
H -1.3370 2.4612 -4.1832  0.004
H -1.0034 3.7648 -5.3315  0.030
H -0.6127 3.9641 -3.6172  0.017
H 0.3561 0.3504 -5.7350  -0.009
H 1.9844 0.7639 -6.2830  0.015
H 0.5814 1.5687 -6.9914  0.030
H 2.2848 4.7153 -4.6543  0.014
H 1.9020 4.2695 -6.3194  0.028
H 3.2589 3.5042 -5.4901  0.015
H 2.1708 2.3876 0.8809  -0.005
H 3.4166 3.6260 1.0869  0.032
H 3.8520 2.0194 0.5002  0.007
H 0.5786 4.4182 -0.8372  0.010
H 1.3240 5.2044 -2.2290  0.016
H 1.8718 5.5993 -0.5961  0.028
H 5.2056 3.2928 -1.9424  0.017
H 4.7406 4.9361 -1.4967  0.028
H 4.3078 4.2955 -3.0845  0.013

Force components x, y, z for each atom (eV/Å):
-0.1 -0.1 0.2
0.0 -0.2 0.0
-0.4 -0.1 -0.3
0.3 0.1 0.2
-0.2 -0.1 0.0
-0.2 0.0 0.1
0.4 0.1 0.1
0.0 0.2 -0.6
-0.2 0.1 0.1
0.2 -0.3 0.2
-0.7 -0.6 -0.6
0.1 -0.5 0.1
0.2 0.2 0.1
0.0 0.0 0.0
0.0 0.1 0.1
0.0 0.0 0.0
0.1 0.0 0.0
0.0 0.1 0.1
0.0 0.0 0.0
0.0 0.0 0.0
0.0 0.0 0.1
0.1 0.0 0.1
-0.1 -0.1 -0.2
0.2 0.1 0.4
-0.2 -0.1 -0.5
0.0 0.0 0.1
-0.1 0.0 0.1
0.1 -0.1 -0.1
-0.3 0.0 0.3
0.8 -0.1 -0.2
-0.5 0.2 0.5
0.1 0.1 0.1
-0.1 0.1 0.0
0.0 0.0 0.0
0.1 0.0 0.0
-0.4 -0.1 -0.5
0.3 0.1 0.3
-0.1 0.0 -0.2
0.0 0.0 0.0
0.0 0.0 0.0
0.0 0.1 0.0
0.0 0.0 0.0
0.0 0.0 0.0
0.0 0.0 0.0
-0.1 -0.1 -0.2
0.1 0.1 0.2
0.2 -0.2 -0.1
-0.3 0.3 0.1
0.1 -0.1 -0.1
0.0 -0.1 -0.1
0.0 0.1 0.0
0.0 0.0 0.0
0.0 0.0 0.0
-0.1 0.0 -0.1
0.1 0.0 0.1
0.0 0.0 0.0
0.0 0.0 0.0
0.0 0.1 0.0
-0.1 0.1 0.0
0.0 0.0 0.0
0.0 0.0 0.0
0.0 0.0 0.0
0.0 0.0 0.0
-0.2 0.1 0.1
0.3 -0.2 -0.1
-0.1 0.2 0.1
-0.2 0.2 -0.1
-0.2 0.0 0.2
0.7 0.6 -0.4
-0.2 0.2 -0.2
0.2 -0.1 0.0
0.1 0.0 0.2
0.0 -0.2 0.2
0.1 0.3 0.1
0.0 -0.1 -0.2
0.0 -0.2 -0.1
-0.1 -0.1 0.0
0.0 -0.1 0.0
0.0 0.0 0.0
0.0 0.0 0.0
0.1 0.1 0.0
0.0 0.0 0.0
0.0 0.0 0.0
0.0 0.0 -0.1
0.0 0.0 0.0
0.0 0.0 0.0
0.0 0.0 0.1
0.1 0.0 -0.1
0.0 0.0 0.0
0.0 0.0 0.0
0.0 0.0 0.0
0.0 0.1 0.0
0.0 0.0 0.0
-0.1 0.0 0.0
0.0 0.0 0.0
0.0 0.0 0.0
0.0 0.1 -0.1
0.0 0.0 0.0
0.0 0.0 0.0
0.0 0.0 0.0
0.1 0.0 0.0
0.0 0.0 0.0
0.0 0.0 0.0
0.0 0.0 0.0

***

Entry 2:
The following is a DFT calculation (the ωB97M-V functional and the def2-TZVPD basis) of C37H51AsCl2GeN3O2SSeTl as an isolated structure.

Max |F| in eV Å⁻¹: 0.254
Gap between HOMO and LUMO in Ha: 0.1626
Calculated total energy in eV: -271036.5246
HOMO level in eV: -0.79
Charge: -2

Last column: Löwdin charge in e.
Cartesian coordinates (Å):
Tl -0.0126 0.5697 1.8845  0.631
O -2.2049 1.3679 0.0865  -0.559
As -3.0549 0.1140 -0.5397  1.171
C -4.6007 -0.4805 0.4432  -0.292
C -5.6772 -1.0193 -0.2631  -0.105
C -6.7865 -1.4857 0.4192  -0.105
C -6.8151 -1.4165 1.8067  -0.097
C -5.7397 -0.8941 2.5049  -0.082
C -4.6162 -0.4205 1.8303  -0.075
C -2.1107 -1.5135 -0.9456  -0.281
C -1.2552 -1.5865 -2.0427  -0.119
C -0.6159 -2.7807 -2.3299  -0.092
C -0.8262 -3.8951 -1.5232  -0.087
C -1.6653 -3.8149 -0.4249  -0.092
C -2.3097 -2.6205 -0.1314  -0.086
C -3.7674 0.6802 -2.2574  -0.293
C -3.9305 2.0502 -2.4312  -0.093
C -4.4478 2.5419 -3.6211  -0.094
C -4.7937 1.6673 -4.6424  -0.106
C -4.6157 0.2994 -4.4789  -0.100
C -4.1013 -0.1939 -3.2880  -0.121
H -5.6547 -1.0722 -1.3446  0.084
H -7.6219 -1.9076 -0.1268  0.091
H -7.6768 -1.7921 2.3466  0.094
H -5.7400 -0.8751 3.5855  0.060
H -3.7369 -0.0816 2.3798  0.070
H -1.0790 -0.7120 -2.6572  0.074
H 0.0566 -2.8472 -3.1774  0.093
H -0.3130 -4.8233 -1.7444  0.097
H -1.7986 -4.6625 0.2338  0.099
H -2.9369 -2.5541 0.7514  0.110
H -3.6230 2.7136 -1.6301  0.105
H -4.5694 3.6096 -3.7560  0.099
H -5.1900 2.0517 -5.5747  0.094
H -4.8703 -0.3822 -5.2816  0.096
H -3.9411 -1.2600 -3.1704  0.105
Cl 0.5091 -2.6121 1.9839  0.602
C -0.9825 -2.9496 2.8566  -0.605
C -1.3249 -4.2656 3.0454  -0.209
C -2.4530 -4.6189 3.7907  -0.178
C -3.1502 -3.5796 4.4156  -0.195
C -2.7943 -2.2707 4.2252  -0.606
Cl -3.5953 -1.0513 5.2156  0.593
C -1.7620 -1.7798 3.2995  -0.620
N -1.5907 -0.5499 2.9872  -0.207
H -0.6884 -5.0355 2.6206  0.083
H -2.7316 -5.6536 3.9363  0.060
H -3.9700 -3.8022 5.0902  0.079
C 4.6446 3.5939 4.7981  -0.128
C 3.8178 2.4101 4.3018  -0.359
N 3.8345 2.3079 2.8590  -0.047
C 2.9738 3.0247 2.1937  -0.957
S 1.7385 4.0645 2.8071  0.398
N 3.0458 2.9313 0.8098  -0.055
C 4.2756 2.5922 0.1268  -0.288
C 5.3653 3.6544 0.2684  -0.099
H 4.6615 3.6362 5.8917  0.055
H 4.2109 4.5205 4.4201  0.038
H 5.6735 3.5140 4.4372  0.056
H 2.7936 2.5032 4.6822  0.069
H 4.2471 1.4868 4.7100  0.080
H 4.0402 0.6740 2.2879  0.033
H 2.4381 3.5910 0.3509  0.076
H 4.0223 2.4475 -0.9271  0.081
H 4.6462 1.6396 0.5025  0.087
H 5.0312 4.6096 -0.1439  0.063
H 6.2766 3.3515 -0.2559  0.057
H 5.6011 3.7972 1.3230  0.056
C 5.2223 -2.3086 2.5537  -0.071
C 4.6179 -1.0214 3.0938  -0.523
C 3.4942 -1.3093 4.0819  -0.056
O 4.1517 -0.2749 1.9937  -0.109
H 5.6036 -2.9367 3.3625  0.068
H 6.0363 -2.0846 1.8627  0.068
H 4.4556 -2.8674 2.0129  0.076
H 5.4072 -0.4546 3.6133  0.128
H 2.7146 -1.9040 3.6043  0.038
H 3.0377 -0.3803 4.4247  0.066
H 3.8693 -1.8543 4.9536  0.074
C 0.9316 0.5973 -6.6618  -0.232
Ge 0.8749 1.4467 -4.8889  0.718
C 1.9319 3.0919 -4.9427  -0.224
C -0.9745 1.8615 -4.4318  -0.222
C 1.6398 0.2307 -3.5637  -0.626
Se 1.3781 0.9483 -1.7665  0.798
C 2.4431 -0.3860 -0.8411  -0.413
H 0.5252 1.2688 -7.4196  0.008
H 0.3380 -0.3176 -6.6629  0.010
H 1.9548 0.3432 -6.9410  0.009
H 1.5526 3.7697 -5.7089  0.010
H 2.9776 2.8716 -5.1595  0.015
H 1.8849 3.5947 -3.9772  0.015
H -1.3920 2.6024 -5.1155  0.021
H -1.0316 2.2540 -3.4160  0.020
H -1.6035 0.9708 -4.4800  0.011
H 2.7100 0.1140 -3.7490  0.015
H 1.1709 -0.7534 -3.6322  -0.008
H 3.4307 -0.4383 -1.2984  0.026
H 1.9376 -1.3498 -0.8974  0.014
H 2.5473 -0.0796 0.1970  -0.038

Force components x, y, z for each atom (eV/Å):
0.0 0.1 0.0
-0.1 0.0 0.0
0.1 0.0 0.0
-0.1 0.0 -0.1
0.1 0.1 0.0
0.0 0.0 0.0
-0.1 0.0 0.0
0.1 0.0 0.0
0.0 -0.1 0.0
0.0 0.0 0.1
0.0 0.0 0.0
0.0 -0.1 0.0
0.0 0.0 0.0
0.0 0.0 0.0
0.0 0.0 0.0
0.0 0.0 0.0
0.0 -0.1 0.0
0.0 0.0 0.0
0.0 0.0 0.0
0.0 0.0 0.0
0.0 0.0 0.1
0.0 0.0 0.0
0.0 0.0 0.0
0.0 0.0 0.0
0.0 0.0 0.0
0.1 0.1 0.0
0.0 0.0 0.0
0.0 0.0 0.0
0.0 0.0 0.0
0.0 0.0 0.0
0.0 0.0 0.0
0.0 0.0 0.0
0.0 0.0 0.0
0.0 0.0 0.0
0.0 0.0 0.0
0.0 0.0 0.0
-0.1 -0.1 -0.1
0.0 0.0 0.0
0.0 0.0 0.0
0.1 0.0 0.0
-0.1 0.0 0.1
0.0 0.0 0.1
-0.1 0.0 -0.1
0.2 -0.2 0.1
-0.2 0.1 -0.1
0.0 0.0 0.0
0.0 0.0 0.0
0.0 0.0 0.0
0.0 0.0 0.0
0.0 0.0 0.1
0.1 -0.1 0.0
0.0 0.0 0.0
0.0 0.1 0.0
0.0 0.0 -0.1
0.0 0.0 0.0
0.0 0.0 0.0
0.0 0.0 0.0
0.0 0.0 0.0
0.0 0.0 0.0
0.0 0.0 0.0
0.0 0.0 0.0
-0.1 0.1 0.0
0.0 0.0 0.0
0.0 0.0 0.0
0.0 0.0 0.0
0.0 0.0 0.0
0.0 0.0 0.0
0.0 0.0 0.0
0.0 0.0 0.0
0.0 0.0 0.0
0.0 0.0 0.0
0.1 -0.1 0.0
0.0 0.0 0.0
0.0 0.0 0.0
0.0 0.0 0.0
0.0 0.0 0.0
0.0 0.0 0.0
0.0 0.0 0.0
0.0 0.0 0.0
0.0 0.0 0.0
0.0 0.0 0.0
0.0 0.0 0.0
0.0 0.0 0.0
0.0 0.0 0.0
0.0 0.1 0.0
0.0 0.0 -0.1
0.0 0.0 0.0
0.0 0.0 0.0
0.0 0.0 0.0
0.0 0.0 0.0
0.0 0.0 0.0
0.0 0.0 0.0
0.0 0.0 0.0
0.0 0.0 0.0
0.0 0.0 0.0
0.0 0.0 0.0
0.0 0.0 0.0
0.0 0.0 0.0
0.0 0.0 0.0
0.0 0.0 0.0